This record from the OMol25 dataset describes 8 unconnected molecules or ions with the total composition C45H102N4O8 in a non-equilibrium geometry. The level of theory is ωB97M-V with the def2-TZVPD basis set.

Geometry as XYZ:
```
159
Properties=species:S:1:pos:R:3:forces:R:3
O -19.2484 -0.1398 8.0575 0.097 -0.086 0.138
O -18.9292 -1.1006 14.1828 -0.834 -0.103 -1.024
O -15.1023 -8.6118 16.1298 -0.618 -0.571 -0.830
O -15.7774 -9.8646 13.5749 -0.550 0.637 0.004
O -20.0536 -4.7415 16.4099 0.098 1.026 -0.267
O -20.9785 -2.1111 15.7721 -1.742 0.417 -0.985
O -16.8202 0.0874 15.9504 0.652 0.288 -1.128
O -15.0137 -4.3990 9.9049 0.450 0.660 1.933
N -16.4305 -9.8565 12.2877 -0.122 -1.362 0.627
N -17.7563 -0.6583 16.6566 -0.691 -0.205 2.060
N -14.0185 -3.3366 10.0208 -1.117 -0.167 -0.481
N -16.2715 -7.9883 16.6706 -0.297 0.209 -0.262
C -11.9725 -1.9494 11.4472 1.925 -1.392 -0.112
C -15.7596 -7.4648 11.9848 -0.090 0.618 1.617
C -14.6232 -6.5144 17.8536 0.653 0.368 -1.493
C -16.5704 -2.8436 16.3117 -0.010 2.037 -1.048
C -17.9758 0.9450 9.7877 -0.580 -0.587 0.455
C -15.6653 -1.6842 10.6968 0.719 0.662 -2.439
C -15.6739 -5.8770 15.6772 0.151 0.259 -2.302
C -11.6245 -2.9887 10.3458 0.937 0.485 1.080
C -14.3176 -9.3267 11.2959 1.274 -0.474 -1.517
C -19.3822 1.1479 16.4779 -0.885 0.668 0.745
C -16.5496 -8.9084 10.1524 2.331 1.379 -0.673
C -22.6597 -0.6416 14.7964 0.691 1.069 -0.259
C -12.7215 -3.9801 10.0382 0.323 -1.431 -0.274
C -14.6779 -3.0477 12.5234 -0.304 0.877 -0.287
C -18.9638 -1.6368 19.1921 -1.172 0.115 -2.141
C -17.4077 -10.0949 17.0042 0.716 -0.537 -0.397
C -17.8988 -9.8060 12.4290 -1.276 0.164 0.669
C -18.1671 -1.5668 13.1034 1.759 0.695 -0.669
C -15.7632 -8.8817 11.4814 -0.192 0.366 -1.055
C -18.5800 -9.7714 11.0157 -0.597 1.746 0.796
C -21.6084 -5.1750 14.5019 -1.051 -1.187 0.633
C -18.7030 -2.7442 12.4026 -0.478 -1.933 -2.160
C -16.9847 -5.8896 17.7923 0.353 -0.276 0.346
C -17.8459 1.0408 18.5125 -0.286 1.417 0.404
C -17.9933 -8.0892 18.3745 0.352 -0.788 1.338
C -15.9374 -1.5205 18.3412 1.329 0.089 -1.770
C -18.3473 -11.1082 13.1498 0.625 -1.121 -0.727
C -12.3715 -4.4656 8.5991 1.421 -0.698 -0.059
C -18.2271 -2.5366 18.1689 0.231 0.505 0.893
C -19.6829 -0.5065 18.3589 1.508 -0.544 0.437
C -18.6496 0.2968 17.5090 -0.317 -1.914 -1.218
C -12.6398 -5.1614 11.0821 0.176 0.459 -1.514
C -13.2942 -1.3722 11.1270 0.071 1.350 0.509
C -15.8822 -6.5912 16.9682 -0.009 0.355 1.929
C -22.4402 -1.9347 15.4896 1.772 -0.175 0.058
C -18.3878 -8.6035 13.2500 0.128 1.025 -0.380
C -15.8206 -9.3160 18.7641 -1.864 0.285 0.663
C -18.0018 -8.5672 10.1992 -0.450 -1.924 -0.466
C -17.1194 -1.8204 17.3780 -0.186 -0.461 -0.503
C -16.8604 -8.8630 17.7395 0.966 -0.007 -1.538
C -20.5481 0.2952 10.0227 1.708 0.485 1.975
C -20.2937 -5.5415 15.2577 -1.247 1.700 -0.197
C -19.1339 -0.0302 9.4960 0.497 -0.143 -0.577
C -17.4873 -6.7711 18.9162 1.072 -0.414 0.413
C -14.4041 -2.4079 11.1169 -0.232 -1.346 -0.140
H -20.0908 0.2849 18.9681 -0.474 -0.004 0.576
H -18.2382 -11.9127 12.3360 -0.320 0.718 1.535
H -21.5580 -4.1917 14.0647 0.457 0.263 -0.443
H -19.5046 -5.4790 14.5074 0.432 -0.054 0.132
H -15.9595 -8.2685 9.4682 -0.378 0.050 0.168
H -15.4115 -7.3222 13.0444 -0.159 -0.384 -1.012
H -14.8089 -2.1746 13.2313 0.309 -1.070 -0.475
H -16.5196 -5.0511 18.3266 -0.055 0.163 -0.578
H -13.2079 -0.8966 10.1452 -0.397 0.084 0.038
H -20.5303 -1.6966 14.9872 -0.012 -0.494 0.788
H -18.2005 -6.2307 19.4724 -1.370 0.560 0.503
H -15.1809 -4.9080 15.6580 0.416 -0.069 0.864
H -17.1213 -1.7632 13.4057 -0.441 -0.039 0.290
H -17.9825 -3.2946 11.7271 -0.263 1.012 0.649
H -20.4840 -0.9694 17.8107 -0.133 -0.042 -0.612
H -17.0360 1.5650 18.0636 0.948 0.477 -0.228
H -16.2012 -1.1616 19.2878 -0.835 0.043 1.562
H -15.3416 -2.4612 18.4429 -0.352 0.883 0.063
H -23.7162 -0.5603 14.6214 -0.614 0.601 0.096
H -15.6626 -3.5481 12.4500 0.601 -0.056 0.218
H -12.8222 -5.3924 8.2419 -0.571 0.092 0.245
H -15.8176 -2.2923 15.6717 -0.606 -0.688 0.640
H -12.0352 -2.3939 12.4439 0.223 -0.271 -0.022
H -14.1847 -5.4875 17.8061 -0.230 -0.823 0.032
H -16.6586 -10.6542 16.3955 -0.138 0.642 0.556
H -18.4220 -8.7673 19.1346 0.201 0.424 0.109
H -17.8618 -8.5602 14.1967 0.218 0.103 0.225
H -20.4963 0.2162 11.1581 -0.088 0.509 -1.157
H -13.5144 -0.6037 11.8893 -0.273 -0.096 -0.425
H -23.0172 -1.9788 16.4234 0.479 -0.327 -0.193
H -16.0842 -3.6233 16.8362 0.524 -0.544 0.448
H -22.1964 0.2233 15.3057 -0.660 -0.311 0.056
H -21.2056 -0.5047 9.7692 -0.628 -0.339 -0.699
H -12.4504 -3.6996 7.8106 -0.362 -0.046 0.555
H -17.7317 -3.3415 18.7127 -0.058 -0.138 -0.051
H -17.7236 -11.3927 14.0427 -0.419 0.378 -0.943
H -14.2235 -10.3344 10.7973 -0.268 0.870 0.678
H -15.0077 -9.7861 18.3301 1.507 -1.058 -1.183
H -11.2796 -4.7399 8.5925 -0.798 0.279 0.162
H -17.2788 -3.3473 15.6107 -0.035 0.718 0.714
H -16.4124 -9.8826 9.7605 -0.052 -1.208 -0.509
H -19.3794 -11.0734 13.5507 0.433 0.108 -0.608
H -15.1650 -4.5314 8.9878 -0.049 0.241 -1.388
H -19.8306 0.5038 15.7296 -0.072 -0.099 0.005
H -11.3233 -2.4456 9.4554 -0.375 0.333 -0.309
H -19.0032 -3.5328 13.0543 -0.445 -0.511 0.916
H -12.6567 -4.7535 12.0610 0.008 0.172 0.873
H -20.2164 -3.7827 16.2344 -0.171 -0.776 -0.248
H -22.5373 -5.0937 15.1560 1.266 -0.488 -0.427
H -11.0905 -1.2682 11.4819 -0.964 0.060 0.027
H -18.4477 -1.3050 14.9818 0.332 0.272 1.190
H -17.7702 -10.8164 17.7150 -0.304 -0.320 0.484
H -18.1608 -7.5873 10.6671 -0.413 -0.362 -0.407
H -22.2075 -0.6477 13.8064 0.174 -0.166 -0.185
H -18.2131 -7.6236 12.7198 -0.469 -1.141 0.754
H -18.2125 -9.8753 16.3196 -0.360 0.430 -0.142
H -17.0079 0.5752 9.4619 -0.048 -0.392 -0.151
H -13.4117 -5.9184 10.9777 -0.086 0.234 -0.108
H -19.6854 -9.6516 11.0857 0.638 -0.081 0.546
H -16.6557 -5.5832 15.2675 0.199 -0.721 -0.336
H -20.2120 1.6767 17.0239 0.719 -0.227 -0.598
H -18.7962 -7.9565 17.6877 -0.545 0.408 -0.883
H -18.3502 -1.2615 19.9668 0.958 0.500 0.625
H -15.0566 -6.4677 14.9486 -0.876 0.263 0.631
H -16.0002 -1.1281 11.5159 -0.547 1.128 1.215
H -19.4503 -8.6867 13.4912 0.000 -0.052 -0.205
H -15.3105 -0.9714 9.8933 -0.790 -0.572 0.706
H -15.8074 -10.7755 13.8582 0.095 -0.487 -0.090
H -21.8348 -5.9384 13.6962 0.338 0.862 0.813
H -16.7572 -7.0453 11.9439 0.171 0.320 -0.074
H -14.8394 -6.7664 18.8623 -0.036 -0.008 0.821
H -19.6960 -2.2346 19.7161 -0.428 -0.216 -0.001
H -16.5335 -2.2209 10.2960 0.589 -0.449 0.177
H -15.2508 -0.6917 18.0134 -0.447 -0.956 -0.355
H -15.1265 -6.9026 11.3312 0.303 0.566 -0.290
H -20.9004 1.2978 9.7122 0.102 -0.675 0.121
H -17.8081 -5.5262 17.1808 -0.108 -0.009 -0.077
H -18.4009 1.8007 19.0829 -0.280 -0.037 -0.589
H -22.7647 -2.6669 14.7492 -0.071 -0.585 0.602
H -18.7741 1.8781 15.9321 0.060 -0.116 0.369
H -18.9419 -3.0023 17.4956 -0.004 0.121 -0.008
H -13.9447 -7.2604 17.4382 0.453 0.304 0.265
H -18.1214 1.8815 9.3118 -0.405 1.007 -0.674
H -18.5303 0.3582 7.6436 -0.205 -0.227 0.196
H -13.8331 -9.3396 12.2517 0.135 -0.417 0.663
H -17.5125 0.4024 19.2842 0.746 -0.712 0.563
H -16.3120 -10.0326 19.4274 0.149 0.133 0.232
H -16.3395 0.7479 16.4751 -0.248 -0.387 0.520
H -18.4545 -10.7186 10.5217 0.491 -0.296 -0.485
H -13.8994 -3.7492 12.8600 -0.579 0.523 0.071
H -17.8722 1.1806 10.8301 -0.051 -0.087 0.726
H -18.8142 -1.0240 9.9019 -0.398 0.539 -0.313
H -16.6730 -6.8878 19.6840 -0.605 -0.306 -0.792
H -15.4102 -8.9288 15.2438 0.339 0.371 0.755
H -19.5608 -2.5432 11.7267 0.249 0.183 0.551
H -18.4073 -8.6559 9.1507 0.218 0.620 1.066
H -20.3133 -6.4886 15.7186 -0.177 -1.588 -0.197
H -10.6979 -3.5619 10.5657 -0.571 0.227 0.251
H -13.6164 -8.6488 10.7179 -1.355 -0.322 0.225
H -15.4169 -8.4910 19.3091 -0.011 0.297 0.621
H -18.0401 -0.7972 12.3375 -0.263 0.497 0.237
H -11.6832 -5.6385 10.9563 0.478 -0.307 -0.080
```
Positions in Å, forces in eV/Å.

Values from the calculation:
- 2S+1: 1
- Frontier orbital gap: 8.69 eV
- DFT total energy: -70652.7941 eV
- HOMO energy: -8.14 eV
- SMILES string: CC1(C)CCCC(C)(C)N1O.CC1(C)CCCC(C)(C)N1O.CC1(C)CCCC(C)(C)N1O.CC1(C)CCCC(C)(C)N1O.CC(C)O.CCO.CCO.CCO